ORCA calculation (wB97M-V/def2-TZVPD) on 3 unconnected molecules or ions with the total composition C42H32B2Cl2F9N2O7 at a distorted geometry.

Geometry (Å):
C -1.622 -2.504 1.454
C -0.747 -1.712 0.487
Cl 0.077 -0.364 1.312
C -1.540 -1.250 -0.790
Cl -0.824 -2.179 -2.151
C -1.449 0.253 -1.056
C -0.582 0.695 -2.019
C -0.489 2.038 -2.266
C -1.205 2.908 -1.558
B -0.986 4.459 -1.959
O -1.646 5.031 -3.011
O -0.111 5.203 -1.241
N -2.039 2.479 -0.594
C -2.776 3.481 0.169
C -3.953 4.143 -0.573
C -5.113 3.250 -0.958
F -5.856 3.944 -1.863
F -4.724 2.142 -1.602
C -6.103 2.911 0.183
F -6.779 1.824 -0.196
F -5.471 2.595 1.344
C -7.169 4.020 0.468
F -8.187 3.821 -0.367
F -6.678 5.258 0.334
C -7.771 3.913 1.905
F -8.147 2.680 2.196
F -8.835 4.718 1.939
F -6.904 4.379 2.805
C -2.182 1.163 -0.351
B -3.219 0.595 0.774
N -4.417 -0.026 0.351
O -2.891 0.745 2.110
H -1.659 -3.550 1.164
H -1.165 -2.481 2.438
H -2.629 -2.108 1.541
H 0.018 -2.404 0.163
H -2.560 -1.594 -0.763
H 0.052 0.044 -2.594
H 0.195 2.380 -3.022
H -2.217 5.747 -2.714
H 0.292 4.645 -0.564
H -3.146 3.119 1.119
H -2.117 4.299 0.443
H -3.652 4.695 -1.456
H -4.351 4.877 0.124
H -4.641 -0.813 0.954
H -4.368 -0.378 -0.598
H -3.434 1.451 2.483
C 5.000 0.256 0.085
C 3.640 0.267 -0.203
C 3.028 1.422 -0.648
C 3.761 2.586 -0.797
C 5.124 2.590 -0.495
C 5.742 1.420 -0.065
C 5.919 3.846 -0.610
O 7.103 3.856 -0.355
C 5.214 5.088 -1.039
C 5.920 6.281 -1.100
C 5.283 7.442 -1.506
C 3.938 7.416 -1.861
C 3.226 6.231 -1.798
C 3.857 5.065 -1.379
C 3.075 3.809 -1.284
O 1.891 3.777 -1.588
H 5.477 -0.651 0.430
H 3.048 -0.631 -0.082
H 1.970 1.420 -0.875
H 6.800 1.425 0.159
H 6.966 6.301 -0.827
H 5.835 8.372 -1.549
H 3.446 8.324 -2.184
H 2.180 6.210 -2.069
C 1.124 -7.389 4.787
C 0.941 -6.059 4.426
C 1.141 -5.662 3.115
C 1.534 -6.591 2.159
C 1.739 -7.922 2.528
C 1.522 -8.319 3.841
C 2.206 -8.928 1.532
O 2.378 -10.084 1.851
C 2.462 -8.472 0.137
C 2.949 -9.378 -0.794
C 3.180 -8.973 -2.098
C 2.917 -7.661 -2.479
C 2.435 -6.752 -1.553
C 2.214 -7.150 -0.241
C 1.728 -6.153 0.750
O 1.496 -5.005 0.419
H 0.959 -7.699 5.811
H 0.642 -5.332 5.170
H 0.996 -4.629 2.830
H 1.670 -9.353 4.121
H 3.150 -10.398 -0.497
H 3.565 -9.680 -2.821
H 3.092 -7.349 -3.500
H 2.234 -5.731 -1.847

Its charge is +1. For the gap between HOMO and LUMO, the calculation gives 7.71 eV.

---

ORCA calculation (wB97M-V/def2-TZVPD) on a molecular structure, C42H32BrFeN7O3S2Te.

Geometry (Å):
Fe 0.237 0.214 -0.044
Br -5.638 -3.370 2.635
C -4.358 -2.331 1.656
C -4.541 -2.123 0.289
C -3.605 -1.386 -0.408
C -2.451 -0.842 0.212
O -1.600 -0.188 -0.500
C -2.299 -1.064 1.610
C -1.191 -0.551 2.380
N -0.140 0.041 1.897
C 0.876 0.499 2.724
C 0.907 0.456 4.141
C 2.020 0.925 4.825
C 3.132 1.446 4.167
C 3.136 1.519 2.749
C 4.194 2.028 1.981
C 4.084 2.106 0.598
C 2.940 1.632 -0.013
N 1.923 1.099 0.681
C 1.988 1.051 2.035
C -3.265 -1.809 2.303
H -5.405 -2.537 -0.215
H -3.720 -1.210 -1.472
H -1.254 -0.717 3.452
H 0.073 0.064 4.706
H 2.020 0.878 5.909
H 3.998 1.797 4.719
H 5.095 2.366 2.486
H 4.885 2.506 -0.013
H 2.833 1.644 -1.091
H -3.125 -1.985 3.364
N 4.663 6.096 1.481
C 3.365 5.670 1.119
C 2.882 5.893 -0.166
C 1.622 5.443 -0.533
C 0.839 4.767 0.393
C 1.307 4.556 1.687
C 2.559 5.020 2.049
S -0.727 4.100 -0.067
O -1.279 4.987 -1.061
O -1.442 3.909 1.170
N -0.385 2.632 -0.597
C 0.198 2.376 -1.776
N 0.487 1.036 -1.928
C 0.976 0.619 -3.083
C 1.252 1.486 -4.124
C 1.045 2.831 -3.848
N 0.547 3.294 -2.715
H 5.295 6.139 0.697
H 5.062 5.532 2.216
H 3.511 6.400 -0.893
H 1.242 5.586 -1.538
H 0.689 4.009 2.391
H 2.940 4.821 3.046
H 1.197 -0.440 -3.150
H 1.661 1.136 -5.062
H 1.317 3.587 -4.585
C -0.052 -4.240 3.638
C -0.869 -4.600 2.570
C -0.705 -4.022 1.319
C 0.288 -3.051 1.086
C 1.117 -2.713 2.167
C 0.938 -3.285 3.419
N 0.356 -2.349 -0.118
C 0.126 -3.040 -1.299
C -0.506 -2.386 -2.376
C -0.687 -3.027 -3.595
C -0.250 -4.334 -3.792
C 0.382 -4.994 -2.742
C 0.577 -4.362 -1.521
H -0.196 -4.678 4.619
H -1.671 -5.316 2.717
H -1.388 -4.269 0.515
H 1.882 -1.958 2.014
H 1.581 -2.971 4.234
H -0.885 -1.387 -2.201
H -1.190 -2.500 -4.399
H -0.396 -4.828 -4.747
H 0.744 -6.008 -2.881
H 1.083 -4.876 -0.712
Te 2.905 -1.823 -0.934
C 4.839 -1.041 -0.568
C 5.555 -1.078 0.598
C 6.794 -0.367 0.528
C 7.009 0.193 -0.696
S 5.686 -0.111 -1.737
H 5.188 -1.576 1.490
H 7.490 -0.282 1.355
H 7.863 0.767 -1.031

Its charge is -2. For the gap between HOMO and LUMO (alpha / beta), the calculation gives 3.83 / 5.28 eV. As for the spin multiplicity: 5. The expectation value of S² is 6.065.

---

ORCA calculation (wB97M-V/def2-TZVPD) on a molecular structure, C42H32Cl2GeMnN2O at a distorted geometry.

Geometry (Å):
Mn -0.193 -0.087 -0.251
Cl -3.449 -4.526 4.489
C -2.533 -3.323 3.592
C -1.683 -2.457 4.282
C -0.961 -1.526 3.566
C -1.046 -1.415 2.167
O -0.287 -0.525 1.576
C -1.945 -2.286 1.476
C -2.182 -2.239 0.077
N -1.611 -1.359 -0.773
C -1.950 -1.362 -2.100
C -2.876 -2.174 -2.751
C -3.099 -2.043 -4.134
C -2.435 -1.128 -4.906
C -1.484 -0.274 -4.287
C -0.737 0.709 -4.966
C 0.162 1.485 -4.285
C 0.321 1.287 -2.905
N -0.365 0.383 -2.246
C -1.255 -0.399 -2.902
C -2.664 -3.246 2.233
H -1.584 -2.532 5.357
H -0.266 -0.864 4.069
H -2.884 -2.966 -0.317
H -3.442 -2.915 -2.208
H -3.828 -2.698 -4.597
H -2.619 -1.044 -5.969
H -0.882 0.838 -6.033
H 0.750 2.241 -4.788
H 1.027 1.865 -2.321
H -3.336 -3.922 1.719
C 1.497 -0.538 -0.531
Ge 2.570 -1.745 0.521
C 2.290 -3.590 -0.100
C 3.339 -4.502 -0.212
C 3.110 -5.808 -0.629
C 1.821 -6.224 -0.935
C 0.765 -5.329 -0.826
C 1.000 -4.022 -0.415
C 2.397 -1.792 2.463
C 1.945 -2.929 3.127
C 1.906 -2.976 4.518
C 2.323 -1.882 5.261
C 2.777 -0.740 4.611
C 2.816 -0.700 3.226
C 4.472 -1.359 0.202
C 5.437 -1.621 1.175
C 6.786 -1.383 0.935
C 7.194 -0.873 -0.289
C 6.249 -0.603 -1.269
C 4.903 -0.845 -1.023
H 1.954 -0.374 -1.514
H 4.352 -4.189 0.020
H 3.938 -6.502 -0.715
H 1.640 -7.242 -1.259
H -0.244 -5.645 -1.063
H 0.169 -3.331 -0.344
H 1.610 -3.789 2.558
H 1.538 -3.865 5.015
H 2.293 -1.916 6.344
H 3.106 0.118 5.186
H 3.184 0.190 2.730
H 5.133 -2.009 2.142
H 7.516 -1.592 1.708
H 8.244 -0.681 -0.477
H 6.558 -0.200 -2.226
H 4.179 -0.625 -1.799
Cl 4.773 4.531 2.304
C 3.305 3.784 1.701
C 2.618 2.879 2.497
C 1.462 2.289 2.017
C 0.953 2.587 0.745
C -0.257 1.919 0.242
C 1.665 3.516 -0.016
C 2.837 4.108 0.446
H 2.996 2.635 3.481
H 0.941 1.550 2.616
H -0.673 2.464 -0.610
H -1.013 1.854 1.032
H 1.289 3.797 -0.994
H 3.375 4.822 -0.164

Its charge is -1. For the gap between HOMO and LUMO (alpha / beta), the calculation gives 5.08 / 5.20 eV.

---

| no. | electronic energy (eV) |
| --- | --- |
| 1 | -112241.86964 |
| 2 | -194042.70501 |
| 3 | -161982.05642 |